C39H111AsF6N9O12 as an isolated structure at a distorted geometry. Source: the OMol25 dataset; level of theory: the ωB97M-V functional and the def2-TZVPD basis.

The charge is -1. The highest occupied orbital energy comes out at -0.21956 Eh. The total energy comes out at -5782.9945 Ha. As for the LUMO energy: 2.19 eV.

Geometry as XYZ:
```
178
Properties=species:S:1:pos:R:3:forces:R:3
As 13.01292 21.68009 -20.54395 -0.49 0.61 0.82
F 12.64133 22.02140 -22.19049 -0.20 -0.14 -0.03
F 12.70154 19.96421 -20.73677 -0.13 0.64 -0.08
F 13.39902 21.32528 -18.85637 0.07 0.25 -0.70
F 13.37079 23.38096 -20.24348 -0.05 -0.80 -0.17
F 11.34564 22.00160 -20.08498 0.39 -0.35 -0.22
F 14.66444 21.42619 -21.01420 0.12 0.03 0.16
C 8.33175 23.61013 -21.10758 -0.40 1.02 0.60
O 8.55283 25.01238 -20.87340 -0.01 0.03 0.16
H 9.29545 23.10690 -21.08031 -0.03 -0.07 -0.26
H 7.71981 23.25915 -20.27476 0.02 -0.36 -0.15
H 7.78366 23.46886 -22.03823 0.22 -0.27 -0.10
H 8.08532 25.54662 -21.51610 -0.07 -0.11 -0.08
C 16.17445 19.98688 -18.06979 1.34 1.32 -1.13
O 16.60312 20.70077 -19.25379 0.04 -0.05 -0.14
H 16.47892 20.63151 -17.23971 -0.72 -0.28 0.46
H 15.11517 19.76573 -18.15184 0.00 -0.25 0.46
H 16.85106 19.13230 -18.05181 -0.51 -0.37 0.14
H 15.94549 21.35374 -19.54248 0.03 -0.50 0.34
C 13.81989 16.91582 -20.83316 -0.59 -1.04 1.21
O 14.11278 15.85446 -21.73086 0.43 0.32 -0.69
H 13.16568 17.70512 -21.19993 0.19 -0.06 -0.32
H 13.27184 16.34872 -20.07121 -0.16 0.57 0.18
H 14.68055 17.33362 -20.30143 0.21 0.09 -0.47
H 14.58268 16.18429 -22.50488 -0.05 0.09 0.11
C 17.98343 22.22492 -22.41213 1.07 0.34 -0.73
C 17.84104 20.91646 -23.24412 0.28 1.86 1.85
C 18.57559 19.80579 -22.48409 -0.34 0.22 0.57
O 18.78618 18.63444 -23.25088 -0.39 -0.22 -0.41
C 19.43091 17.65219 -22.49203 -0.31 -0.41 1.30
N 16.37296 20.74772 -23.34584 2.00 -1.59 -0.93
H 17.54073 22.17705 -21.41767 -0.12 -0.32 -0.05
H 17.53942 23.05745 -22.95626 -0.41 -0.13 -0.04
H 19.02299 22.55134 -22.28885 0.06 -0.33 0.09
H 18.34134 21.04631 -24.20783 -0.39 0.01 -0.21
H 17.96376 19.57478 -21.59982 0.01 -0.11 0.03
H 19.53917 20.15097 -22.08792 0.09 0.21 -0.22
H 18.99466 17.55122 -21.48541 -0.07 0.52 0.08
H 20.48544 17.88768 -22.32818 0.16 -0.13 -0.27
H 19.27340 16.62905 -22.83441 0.26 0.28 -0.96
H 16.42949 19.73805 -23.50544 -1.58 0.02 0.16
H 15.95203 20.95812 -22.44821 -0.03 -0.36 0.04
C 8.80252 21.83199 -17.88764 0.02 1.14 -1.49
C 9.95728 22.61999 -17.26563 0.80 -1.00 0.77
C 9.98488 24.06618 -17.76605 -1.24 0.25 0.64
O 10.93706 24.86874 -17.07566 0.16 -0.50 -1.16
C 11.01827 26.17331 -17.59262 0.34 0.54 1.08
N 9.89455 22.50310 -15.75456 -1.44 1.34 -1.41
H 8.50087 20.86656 -17.48491 0.37 0.13 0.60
H 9.03299 21.62343 -18.93719 -0.10 0.07 0.00
H 7.94598 22.51674 -17.89435 -0.32 -0.36 0.05
H 10.89839 22.18366 -17.60926 0.09 -0.08 0.21
H 9.02871 24.57640 -17.55806 -0.37 -0.36 0.01
H 10.04565 24.09132 -18.85763 0.66 0.00 -0.03
H 11.74122 26.67495 -16.94318 0.02 0.08 -0.09
H 10.07129 26.70594 -17.44969 -0.14 -0.06 -0.34
H 11.39209 26.28863 -18.61287 -0.24 -0.46 -0.17
H 9.16777 21.79937 -15.62665 0.47 -0.43 0.36
H 9.30255 23.32974 -15.58629 0.49 0.07 0.75
C 14.39325 24.44334 -17.42390 1.01 -0.18 -0.21
C 14.24520 23.42363 -16.32036 -0.83 -0.81 1.12
C 15.42810 23.49462 -15.36798 0.45 -0.37 -0.31
O 15.36639 22.48280 -14.38002 -0.35 -0.11 -0.06
C 16.43227 22.55915 -13.47433 -0.04 -1.10 -0.04
N 12.98535 23.56860 -15.52834 1.34 1.78 -0.69
H 15.24675 24.06516 -17.99872 0.10 0.63 -0.28
H 14.60553 25.43218 -17.00255 0.17 -0.02 -0.05
H 13.57631 24.56340 -18.13070 -0.29 -0.42 0.25
H 14.26665 22.40471 -16.71992 -0.05 0.15 -0.22
H 15.50006 24.47596 -14.87730 -0.06 0.15 -0.10
H 16.34160 23.31909 -15.95682 0.14 0.29 0.02
H 16.23562 23.28071 -12.67656 0.42 0.48 -0.28
H 17.37696 22.63785 -14.02473 0.13 0.74 0.26
H 16.53630 21.59512 -12.96468 -0.38 -0.06 -0.06
H 12.44029 24.15091 -16.17366 -0.65 -0.75 0.42
H 13.30343 24.31758 -14.89887 -0.55 -0.28 0.56
C 12.24059 18.49623 -17.32094 -0.49 -0.15 0.12
C 11.58968 19.55949 -16.45362 1.53 -0.10 2.40
C 11.14895 18.85867 -15.12825 -0.36 1.33 -0.16
O 10.82907 19.85773 -14.16941 -0.46 -0.44 -0.13
C 10.09523 19.32938 -13.09272 0.58 -0.02 -0.17
N 12.56213 20.62524 -16.04055 -0.06 -1.13 -1.85
H 11.45270 17.73491 -17.32364 0.46 -0.50 -1.00
H 13.14634 18.06823 -16.87965 -0.24 0.02 0.57
H 12.61931 18.84983 -18.28037 -0.79 0.01 -0.31
H 10.71532 20.02816 -16.89646 0.00 -0.04 -0.22
H 11.94945 18.26103 -14.67747 0.06 -0.38 -0.43
H 10.23543 18.27600 -15.30605 0.19 -0.42 -0.07
H 10.64937 18.55516 -12.54116 0.26 0.14 0.07
H 9.18416 18.80981 -13.41663 -0.29 0.40 -0.05
H 9.92325 20.18757 -12.44703 -0.40 -0.22 0.18
H 13.42827 20.08511 -15.93432 0.01 0.16 0.68
H 12.77998 20.98786 -16.97549 -0.10 0.79 0.44
C 15.86752 19.65393 -27.05291 -1.09 -0.61 -0.74
C 14.59194 20.28378 -26.51989 0.01 0.63 1.33
C 13.95809 19.29775 -25.50952 0.86 0.72 -0.01
O 12.88884 19.92805 -24.85334 -0.59 0.20 -0.70
C 12.30998 19.20777 -23.81735 -1.00 -0.52 0.68
N 14.89095 21.58634 -25.79898 -0.38 -2.24 -0.68
H 16.23283 20.13852 -27.95749 0.03 0.13 0.06
H 15.53639 18.64078 -27.31932 0.65 -0.14 -0.20
H 16.67312 19.58782 -26.32304 -0.11 0.08 0.17
H 13.78297 20.34500 -27.25427 0.51 0.69 -0.43
H 14.74708 19.16243 -24.75896 -0.07 -0.99 -0.01
H 13.61482 18.42156 -26.07311 0.18 -0.37 0.45
H 11.40883 19.72744 -23.48345 0.39 0.55 0.18
H 12.97939 19.05750 -22.96816 0.09 0.13 -0.03
H 11.85979 18.23448 -24.07152 0.63 -0.19 -0.59
H 15.79514 21.36985 -25.37653 -0.07 0.42 -0.03
H 14.28731 21.37356 -25.00697 -0.13 1.43 0.38
C 13.93937 27.74832 -27.35553 -0.27 0.99 0.41
C 14.47258 26.40076 -26.96765 -0.22 -1.73 0.57
C 14.49113 26.18086 -25.44129 0.36 -0.25 -0.75
O 14.79299 24.83429 -25.17261 -0.25 0.32 0.44
C 14.89599 24.64460 -23.76698 -0.10 -1.26 -0.54
N 13.69900 25.29263 -27.62652 0.18 1.93 -0.25
H 14.50434 28.55312 -26.87166 0.16 0.08 -0.34
H 12.90904 27.91718 -27.01659 -0.01 -0.40 0.21
H 13.86840 27.89814 -28.43468 0.48 0.01 -0.03
H 15.52366 26.25297 -27.23353 -0.09 0.21 -0.43
H 13.54901 26.45181 -24.95088 -0.05 0.20 -0.02
H 15.32705 26.79511 -25.07801 -0.27 0.37 0.39
H 15.83083 25.07977 -23.41143 -0.17 0.36 0.42
H 14.93341 23.56819 -23.58750 0.30 -0.09 -0.23
H 13.98660 24.93369 -23.23540 0.22 0.74 0.06
H 13.77756 25.57434 -28.60969 0.01 -0.53 -0.09
H 12.73578 25.58508 -27.43470 -0.14 -0.65 0.15
C 5.56749 19.25237 -19.13335 0.70 -0.38 1.44
C 5.18919 20.15630 -20.27338 -0.30 0.86 -0.66
C 6.24156 20.29906 -21.37564 0.40 -0.76 0.89
O 7.50075 20.50104 -20.77396 0.20 -0.06 0.54
C 8.54361 20.57981 -21.70916 -0.68 -0.70 -1.72
N 3.89698 19.74861 -20.85782 0.79 1.11 -0.19
H 5.01225 19.52103 -18.22868 -0.24 0.00 -0.14
H 6.60765 19.28010 -18.79679 0.07 0.50 -0.39
H 5.39806 18.18220 -19.27945 -0.31 0.11 -0.56
H 5.08233 21.20795 -19.98238 -0.11 -0.25 0.85
H 6.05429 21.19791 -21.96896 -0.46 -0.44 -0.59
H 6.24449 19.32806 -21.89532 0.13 0.34 -0.71
H 8.26714 21.24440 -22.54148 0.31 0.77 0.46
H 8.60755 19.66432 -22.32127 0.28 -0.48 0.66
H 9.50230 20.80332 -21.25580 -0.11 0.15 0.17
H 4.05172 19.25748 -21.72490 -0.43 -0.53 0.23
H 3.33562 19.29047 -20.16193 -0.15 -0.46 -0.34
C 13.00371 29.38654 -22.36802 1.07 -2.16 1.24
C 11.98748 28.67530 -23.26619 0.22 1.59 -1.50
C 11.21373 27.52050 -22.66281 0.16 -0.12 0.56
O 12.03188 26.36716 -22.53065 -0.74 1.16 0.44
C 11.33538 25.30567 -21.86364 2.72 -1.15 -1.21
N 11.10497 29.75335 -23.80991 -0.56 -0.87 0.44
H 13.85162 28.68861 -22.31073 0.19 0.25 -0.17
H 12.74581 29.40792 -21.30427 -0.68 0.27 -0.16
H 13.42768 30.35715 -22.61281 -0.48 0.06 -0.63
H 12.49774 28.26633 -24.14852 0.43 -0.22 0.35
H 10.38343 27.18604 -23.29960 -0.27 0.67 0.00
H 10.86358 27.83808 -21.67084 -0.36 -0.12 -0.09
H 11.24365 25.38711 -20.78238 -0.45 0.52 -0.09
H 12.13317 24.57505 -22.04311 -0.63 -0.72 0.58
H 10.46332 24.93774 -22.40184 -0.29 0.50 0.16
H 10.61104 29.36978 -24.61105 -0.07 0.25 0.01
H 11.71278 30.48654 -24.14590 -0.05 0.08 -0.12
C 11.29887 21.79631 -29.76414 -0.80 -1.06 0.37
C 12.10824 22.57909 -28.75478 -0.07 -0.14 1.18
C 11.58747 22.39523 -27.31300 -0.39 -0.67 0.52
O 12.37395 23.01076 -26.33604 -0.15 1.12 -0.48
C 11.70463 23.31699 -25.13194 0.08 -1.51 0.03
N 13.55587 22.29097 -28.84930 -0.27 0.05 -2.11
H 10.26249 22.13996 -29.84338 0.23 0.54 -0.48
H 11.10640 20.75244 -29.47887 0.61 -0.06 0.22
H 11.85422 21.76202 -30.70188 -0.45 0.24 -0.25
H 11.92123 23.62498 -29.01521 0.52 0.15 0.22
H 11.50250 21.34026 -26.99648 0.07 -0.24 -0.62
H 10.54643 22.76151 -27.27316 0.03 0.21 -0.11
H 10.64365 23.54027 -25.28840 0.02 0.61 -0.11
H 12.26483 24.06172 -24.57627 -0.09 0.38 -0.25
H 11.69457 22.42215 -24.49833 0.04 -0.09 0.14
H 13.74136 22.67611 -29.78881 0.57 0.67 0.55
H 13.66851 21.32784 -29.18833 -0.28 -0.32 0.98
```
Forces are in eV/Å.

Mulliken population analysis, charges in e, atoms 1 to 99: As 2.54; F -0.27; F -0.51; F -0.73; F -0.69; F -0.47; F -0.69; C -0.37; O -0.49; H -0.12; H 0.11; H 0.61; H 0.29; C -0.41; O -0.60; H 0.18; H 0.01; H 0.36; H 0.14; C -0.26; O -0.58; H 0.11; H 0.24; H 0.26; H 0.29; C -1.40; C 0.62; C -0.88; O -0.32; C -0.80; N 1.07; H 0.15; H 0.23; H 0.50; H 0.23; H 0.25; H 0.53; H 0.30; H 0.29; H 0.29; H 0.11; H -0.66; C -1.66; C 2.47; C -0.44; O -0.49; C -0.90; N -0.44; H 0.47; H 0.07; H 0.50; H -1.87; H 0.43; H -0.27; H 0.38; H 0.33; H 0.16; H 0.35; H 0.47; C -1.66; C 2.61; C -1.15; O -0.22; C -0.86; N -0.34; H 0.51; H 0.36; H 0.01; H -1.15; H 0.41; H 0.41; H 0.27; H 0.34; H 0.25; H -0.01; H 0.48; C -1.47; C 2.08; C -1.36; O -0.12; C -0.86; N -0.03; H 0.49; H 0.34; H -0.03; H -0.53; H 0.36; H 0.39; H 0.31; H 0.32; H 0.22; H 0.33; H -0.49; C -1.45; C 1.15; C -1.04; O -0.02; C -0.67; N -0.21